one:
ORCA calculation (ωB97M-V with the def2-TZVPD basis set) on a cluster of 5 separate species, CH12O5 in total.

Geometry (Å):
C: -2.3975 -1.6633 1.6631
O: -1.1349 -1.0034 1.7026
H: -2.3059 -2.6725 2.0563
H: -3.0921 -1.1339 2.3150
H: -2.7912 -1.6705 0.6445
H: -0.9543 -0.5249 0.8889
O: 0.4327 -1.0641 -1.4885
H: 0.9334 -1.6832 -0.9342
H: 0.2330 -1.5495 -2.2981
O: 2.8922 4.4874 -1.4930
H: 3.0908 4.9615 -0.6661
H: 2.8007 3.5792 -1.1867
O: 1.4415 -1.9658 1.0326
H: 0.5494 -1.9643 1.4202
H: 2.0409 -2.1760 1.7524
O: -1.6616 1.1055 -1.0963
H: -1.1580 0.3412 -1.3936
H: -1.1339 1.5495 -0.4303

For the HOMO-LUMO gap, the calculation gives 11.30 eV. For the LUMO energy, the calculation gives 0.48 eV. The SMILES is CO.O.O.O.O.

***

two:
ORCA calculation (ωB97M-V with the def2-TZVPD basis set) on a cluster of 5 separate species, CH12O5 in total.

Geometry (Å):
C: 1.4077 1.0969 1.3520
O: 0.4961 -0.0081 1.6644
H: 1.7328 1.0741 0.3110
H: 0.7497 1.9671 1.3745
H: 2.1654 1.0845 2.1251
H: 1.1121 -0.7335 1.6590
O: -2.0563 0.4856 0.7693
H: -2.7171 0.3329 1.4331
H: -1.1707 0.4338 1.1933
O: 0.1468 -1.2724 -2.0375
H: -0.2290 -1.1606 -2.9035
H: -0.4649 -0.8935 -1.3973
O: 2.0795 -1.6781 0.0097
H: 1.8098 -2.5798 -0.0017
H: 1.4629 -1.2269 -0.6008
O: -2.1068 0.7618 -1.8893
H: -2.1777 0.6623 -0.9309
H: -2.2403 1.6539 -2.1302

For the HOMO-LUMO gap, the calculation gives 11.55 eV. For the LUMO energy, the calculation gives 0.69 eV. The SMILES is CO.O.O.O.O.

***

Energy comparison, zero being the most stable, in hartree: one 0.0049; two 0.0000.

***

one:
ORCA calculation (ωB97M-V with the def2-TZVPD basis set) on the molecule C7H12O3.

Geometry (Å):
C: 2.9050 -1.1618 -0.6019
C: 1.6795 -0.4174 -0.1456
C: 0.8666 0.2374 -0.9870
C: -0.2956 1.1450 -0.6976
C: -1.6500 0.4424 -0.8890
C: -2.5969 0.6249 0.2464
O: -2.1374 -0.2540 1.4601
C: 1.4121 -0.4740 1.3282
O: 2.2846 -0.3025 2.1543
O: 0.2498 -0.9934 1.6935
H: 3.8046 -0.7614 -0.1124
H: 2.8410 -2.2277 -0.3359
H: 3.0264 -1.0784 -1.6886
H: 1.0056 0.0256 -2.0532
H: -0.1970 1.5567 0.3177
H: -0.2299 1.9770 -1.4150
H: -2.1418 0.7790 -1.8114
H: -1.3628 -0.7324 -0.8210
H: -2.6364 1.6593 0.6223
H: -3.6133 0.3134 -0.0294
H: -2.5580 0.0853 2.2552
H: -0.6561 -0.4429 1.5104

For the HOMO-LUMO gap, the calculation gives 9.66 eV. For the LUMO energy, the calculation gives 0.52 eV. The SMILES is C/C(=C/CCCO)C(=O)O.

***

two:
ORCA calculation (ωB97M-V with the def2-TZVPD basis set) on a structure of composition C7H12O3.

Geometry (Å):
C: -4.9956 -2.7653 -0.2082
C: -3.8063 -1.9194 -0.3016
C: -2.8444 -1.2075 -0.4956
C: -1.7241 -0.2934 -0.7609
C: -1.7291 0.8504 0.2672
O: -2.8294 1.7111 0.0899
C: -0.4150 -1.0827 -0.8458
C: 0.4186 -1.2957 0.3704
O: 0.7488 -0.3654 -1.1928
H: -5.7900 -2.2500 0.3496
H: -4.7632 -3.7052 0.3116
H: -5.3820 -3.0111 -1.2070
H: -1.8695 0.1631 -1.7539
H: -0.8308 1.4673 0.1354
H: -1.7174 0.4376 1.2894
H: -3.6389 1.2298 0.2908
H: -0.5180 -1.9775 -1.4695
H: -0.1454 -1.1074 1.2953
H: 0.9543 -2.2507 0.3825
H: 1.6934 0.2461 -0.4225
O: 1.9014 -0.0981 0.8446
H: 1.4085 0.6447 1.2047

For the HOMO-LUMO gap, the calculation gives 9.47 eV. For the LUMO energy, the calculation gives 0.50 eV.

***

Energy comparison, zero being the most stable, in hartree: one 0.0000; two 0.1940.

***

one:
ORCA calculation (ωB97M-V with the def2-TZVPD basis set) on a structure of composition C7H12O3.

Geometry (Å):
C: 1.8846 1.5161 0.9574
C: 0.9618 0.7886 -0.0135
C: 0.8557 -0.7160 0.2958
C: 0.1983 -1.4862 -0.8291
C: -1.0629 -2.2769 -0.5744
C: -1.1218 -0.9981 -1.3482
O: -1.6525 0.1647 -0.7719
C: -0.4186 1.4119 -0.0687
O: -0.6198 2.5001 -0.5681
H: 1.4867 1.4732 1.9805
H: 2.8741 1.0403 0.9515
H: 2.0146 2.5702 0.6802
H: 1.3619 0.8795 -1.0363
H: 1.8724 -1.0941 0.4701
H: 0.2864 -0.8419 1.2290
H: 0.8807 -1.8664 -1.5919
H: -1.2150 -3.2143 -1.1097
H: -1.4734 -2.2421 0.4368
H: -1.3020 -1.0423 -2.4246
O: -1.5345 1.1997 1.4153
H: -2.1950 0.2406 0.4959
H: -2.0816 1.9934 1.4239

For the HOMO-LUMO gap, the calculation gives 10.17 eV. For the LUMO energy, the calculation gives 0.77 eV.

***

two:
ORCA calculation (ωB97M-V with the def2-TZVPD basis set) on a structure of composition C7H12O3.

Geometry (Å):
C: -1.9028 -0.9764 1.4733
C: -2.2532 -0.2355 0.2200
C: -3.5766 0.4620 0.0587
O: -3.7078 1.8198 -0.2106
C: -3.2419 -0.4666 -1.0461
C: -2.2945 0.2087 -2.0156
C: -1.2894 0.0972 -0.8699
C: -0.3098 1.2474 -0.6549
O: 0.8892 0.7666 -0.1262
H: -0.8127 -1.0411 1.5866
H: -2.2828 -0.4351 2.3523
H: -2.3837 -1.9641 1.4636
H: -4.3211 0.0753 0.7634
H: -4.3352 2.2049 0.4086
H: -3.7787 -1.3960 -1.2394
H: -1.9822 -0.4052 -2.8660
H: -2.5991 1.2048 -2.3564
H: -0.1675 1.7138 -1.6520
H: -0.7812 1.9958 0.0030
H: 0.9703 -0.4038 -0.4964
O: -0.0260 -1.2045 -1.1550
H: -0.4860 -2.0328 -0.9976

For the HOMO-LUMO gap, the calculation gives 9.11 eV. For the LUMO energy, the calculation gives 0.47 eV.

***

three:
ORCA calculation (ωB97M-V with the def2-TZVPD basis set) on a cluster of 2 separate species, C7H12O3 in total.

Geometry (Å):
C: 0.3008 0.1778 -1.8868
C: 1.0216 0.1203 -0.7706
C: 1.5017 1.3505 0.0022
C: 1.1446 -1.1427 0.0416
C: 1.9177 -1.1702 1.3354
O: 0.5723 -2.1662 -0.3944
H: -0.2561 -0.6234 -2.2667
H: 0.3379 1.1362 -2.3090
H: 2.1817 1.2393 0.8883
H: 0.6640 1.6560 0.6547
H: 1.8926 2.0296 -0.8064
H: 1.1895 -0.8262 2.1692
H: 2.7915 -0.5372 1.2607
H: 2.0205 -2.2521 1.6323
C: -3.5090 -0.0450 0.5377
C: -2.0373 -0.5265 0.3809
O: -1.0761 -0.1802 1.0402
O: -1.9890 -1.4191 -0.6097
H: -3.4513 0.9018 1.0447
H: -3.9856 -0.6575 1.2094
H: -4.0366 -0.1621 -0.4242
H: -1.1910 -2.0438 -0.5859

For the HOMO-LUMO gap, the calculation gives 9.91 eV. For the LUMO energy, the calculation gives 0.25 eV. The SMILES is C=C(C)C(C)=O.CC(=O)O.

***

Energy comparison, zero being the most stable, in hartree: one 0.0838; two 0.1242; three 0.0000.